C66H111F18N20O12S4 | ωB97M-V/def2-TZVPD

Geometry (Å):
C 0.769 7.469 4.986
C 0.476 6.999 6.372
N 0.719 5.590 6.638
C 0.037 4.954 7.687
C 0.559 3.712 7.833
N 1.552 3.579 6.895
C 1.605 4.738 6.150
C 2.349 2.328 6.830
H 0.307 8.489 4.822
H 0.177 6.839 4.303
H 1.911 7.492 4.752
H -0.560 7.164 6.536
H 1.011 7.618 7.129
H -0.714 5.489 8.229
H 0.492 2.980 8.642
H 2.271 4.974 5.319
H 1.762 1.614 6.207
H 2.614 1.954 7.836
H 3.286 2.395 6.378
C -2.893 5.923 -7.589
C -3.178 4.716 -8.366
N -4.562 4.837 -8.987
C -4.795 5.327 -10.268
C -6.131 5.521 -10.357
N -6.678 5.131 -9.139
C -5.728 4.712 -8.371
C -8.031 5.348 -8.661
H -3.072 6.799 -8.214
H -1.858 5.979 -7.373
H -3.503 5.999 -6.709
H -3.237 3.798 -7.742
H -2.573 4.569 -9.262
H -4.020 5.591 -10.954
H -6.738 5.836 -11.181
H -5.798 4.309 -7.354
H -8.811 5.116 -9.405
H -8.066 6.310 -8.207
H -8.220 4.693 -7.834
C 3.239 -10.588 1.088
C 3.714 -11.998 1.073
N 4.502 -12.350 -0.120
C 5.869 -12.239 -0.169
C 6.279 -12.749 -1.339
N 5.155 -13.159 -2.011
C 4.120 -12.997 -1.205
C 5.191 -13.646 -3.341
H 2.527 -10.407 0.343
H 4.096 -9.900 1.010
H 2.646 -10.444 2.066
H 2.899 -12.755 1.081
H 4.399 -12.048 1.936
H 6.460 -11.875 0.659
H 7.248 -12.834 -1.858
H 3.074 -13.146 -1.558
H 5.549 -12.997 -4.095
H 4.187 -13.845 -3.690
H 5.630 -14.656 -3.308
C -2.252 -5.902 -4.900
C -2.541 -5.304 -6.259
N -3.383 -4.114 -6.132
C -4.441 -3.880 -7.024
C -5.046 -2.695 -6.595
N -4.283 -2.183 -5.609
C -3.249 -3.009 -5.401
C -4.544 -0.874 -5.003
H -1.215 -6.219 -5.027
H -2.966 -6.703 -4.711
H -2.251 -5.136 -4.148
H -3.016 -6.039 -6.879
H -1.653 -5.015 -6.838
H -4.774 -4.504 -7.839
H -5.888 -2.189 -6.942
H -2.480 -2.763 -4.751
H -3.770 -0.183 -5.282
H -4.557 -0.922 -3.925
H -5.547 -0.518 -5.258
C -1.033 -5.003 8.332
C -1.019 -3.464 8.488
N -2.332 -2.869 8.512
C -2.784 -2.022 7.588
C -4.051 -1.696 7.881
N -4.402 -2.442 8.929
C -3.373 -3.184 9.270
C -5.701 -2.601 9.573
H 0.017 -5.302 8.150
H -1.598 -5.400 7.510
H -1.354 -5.562 9.253
H -0.559 -3.103 7.545
H -0.381 -3.190 9.283
H -2.188 -1.622 6.730
H -4.823 -1.173 7.335
H -3.291 -3.979 9.969
H -6.545 -2.551 8.825
H -5.760 -1.907 10.439
H -5.656 -3.635 9.940
C -2.170 -1.323 0.018
C -2.198 -2.748 -0.666
N -3.571 -3.193 -0.874
C -4.296 -2.584 -1.819
C -5.525 -3.039 -1.812
N -5.576 -3.904 -0.765
C -4.422 -3.936 -0.137
C -6.685 -4.790 -0.354
H -2.663 -1.369 0.948
H -2.620 -0.531 -0.598
H -1.091 -1.072 0.220
H -1.630 -3.556 -0.207
H -1.786 -2.561 -1.645
H -3.687 -1.972 -2.477
H -6.344 -2.975 -2.498
H -4.163 -4.525 0.765
H -7.629 -4.264 -0.475
H -6.512 -5.182 0.602
H -6.738 -5.652 -1.011
C 12.375 -0.251 4.855
C 11.730 1.113 4.619
N 12.776 2.095 4.342
C 12.671 3.346 3.836
C 13.894 3.913 3.658
N 14.735 2.977 4.205
C 14.103 1.920 4.570
C 16.216 3.012 4.254
H 11.585 -0.994 5.118
H 12.973 -0.217 5.707
H 12.896 -0.633 3.992
H 11.319 1.343 5.586
H 11.065 1.074 3.798
H 11.715 3.691 3.527
H 14.261 4.875 3.317
H 14.582 1.068 5.024
H 16.627 2.014 4.380
H 16.599 3.605 5.082
H 16.674 3.433 3.352
C 5.992 1.774 -1.107
C 5.005 2.369 -2.167
N 4.861 1.488 -3.347
C 5.492 1.670 -4.567
C 5.176 0.594 -5.351
N 4.413 -0.233 -4.551
C 4.257 0.307 -3.351
C 3.989 -1.556 -4.864
H 5.785 0.717 -0.903
H 5.882 2.260 -0.092
H 7.062 1.774 -1.312
H 5.324 3.322 -2.557
H 4.041 2.374 -1.637
H 6.013 2.549 -4.864
H 5.340 0.369 -6.377
H 3.670 -0.078 -2.542
H 2.966 -1.800 -4.539
H 4.612 -2.283 -4.311
H 4.146 -1.883 -5.899
C -5.640 9.980 -1.345
C -4.387 9.647 -0.495
N -4.363 8.376 0.198
C -3.264 7.896 0.878
C -3.598 6.751 1.437
N -4.923 6.556 1.109
C -5.386 7.544 0.356
C -5.734 5.331 1.367
H -5.766 9.361 -2.276
H -5.646 11.042 -1.625
H -6.472 9.864 -0.637
H -4.220 10.449 0.255
H -3.543 9.628 -1.147
H -2.273 8.387 0.871
H -3.001 5.977 1.960
H -6.486 7.678 -0.035
H -5.487 4.595 0.598
H -6.771 5.597 1.351
H -5.476 4.922 2.331
C -3.678 2.933 -0.999
F -4.867 2.959 -0.523
F -2.889 3.200 0.012
F -3.312 1.680 -1.415
S -3.540 4.305 -2.297
O -3.601 5.510 -1.529
O -2.346 4.039 -3.089
N -4.937 4.223 -3.011
S -5.060 3.227 -4.275
O -4.459 3.713 -5.500
O -4.863 1.833 -3.928
C -6.887 3.550 -4.496
F -7.278 3.069 -5.755
F -7.547 2.924 -3.503
F -7.076 4.829 -4.519
C 2.538 0.553 1.991
F 2.278 -0.657 2.664
F 3.628 0.412 1.334
F 1.541 0.794 1.138
S 2.540 1.904 3.198
O 1.148 2.305 3.456
O 3.350 1.458 4.282
N 3.304 2.903 2.248
S 3.494 4.491 2.397
O 3.443 4.950 3.784
O 4.627 4.913 1.610
C 1.989 5.166 1.406
F 0.958 5.395 2.218
F 2.302 6.314 0.799
F 1.725 4.255 0.429
C -2.836 -4.809 4.532
O -2.366 -4.762 3.242
O -2.119 -4.124 5.462
C -4.317 -4.340 4.461
F -4.292 -3.123 3.989
F -5.227 -5.039 3.727
F -4.747 -4.452 5.761
C -0.866 -4.735 3.176
C -0.362 -6.107 2.880
H -0.581 -6.828 3.631
H -0.880 -6.375 1.930
H 0.697 -5.874 2.655
H -0.503 -4.275 4.105
H -0.564 -4.014 2.366
H -2.926 -5.888 4.846
C -0.413 -0.796 -3.182
O 0.074 -0.015 -4.297
O -1.508 -1.518 -3.387
C 0.793 -1.762 -2.825
F 0.881 -2.904 -3.581
F 2.033 -1.265 -2.752
F 0.638 -2.197 -1.499
C -0.759 1.093 -4.549
C 0.092 2.303 -4.335
H -0.409 3.261 -4.542
H 0.359 2.223 -3.300
H 0.949 2.179 -4.985
H -1.730 1.125 -4.078
H -0.980 0.998 -5.614
H -0.569 -0.057 -2.367

Results
- HOMO-LUMO gap (eV) = 6.2637
- E_LUMO (eV) = -6.12
- total charge = +5

C66H122Br6N11O10 | ωB97M-V/def2-TZVPD

Geometry (Å):
C 14.512 9.174 11.814
N 13.912 10.489 11.769
C 13.544 10.962 10.551
C 13.016 12.227 10.398
C 12.766 13.002 11.539
C 13.087 12.522 12.787
C 13.681 11.250 12.852
C 12.268 14.425 11.293
C 11.280 14.898 12.118
C 10.954 16.220 12.053
N 11.495 16.996 11.142
C 12.494 16.604 10.230
C 12.938 15.353 10.398
C 11.287 18.441 11.343
H 13.957 8.449 11.239
H 14.459 8.891 12.871
H 15.564 9.242 11.483
H 13.839 10.311 9.720
H 12.736 12.556 9.425
H 12.877 13.059 13.735
H 13.875 10.839 13.825
H 10.808 14.300 12.857
H 10.200 16.726 12.575
H 12.955 17.306 9.593
H 13.745 15.007 9.721
H 11.552 18.987 10.439
H 11.855 18.805 12.218
H 10.224 18.625 11.527
C 19.384 7.107 12.679
N 20.410 7.030 11.686
C 21.589 6.463 12.062
C 22.562 6.176 11.160
C 22.367 6.600 9.829
C 21.179 7.260 9.479
C 20.163 7.436 10.454
C 23.370 6.427 8.750
C 24.329 5.324 8.821
C 25.184 5.091 7.773
N 25.209 5.969 6.761
C 24.367 7.045 6.613
C 23.382 7.219 7.589
C 26.221 5.716 5.700
H 18.895 6.099 12.729
H 18.616 7.821 12.406
H 19.818 7.395 13.587
H 21.619 6.262 13.107
H 23.515 5.763 11.312
H 20.997 7.561 8.494
H 19.235 7.958 10.229
H 24.522 4.760 9.702
H 25.998 4.395 7.779
H 24.457 7.706 5.814
H 22.679 8.013 7.379
H 26.073 6.549 5.038
H 26.093 4.750 5.187
H 27.214 5.780 6.193
C 15.368 24.696 21.201
N 15.465 23.519 20.342
C 15.221 23.576 18.975
C 15.335 22.428 18.188
C 15.699 21.208 18.699
C 15.954 21.238 20.077
C 15.841 22.347 20.849
C 15.723 19.920 17.944
C 15.344 18.707 18.672
C 15.419 17.514 18.009
N 15.785 17.494 16.711
C 15.971 18.606 16.013
C 15.996 19.819 16.603
C 15.996 16.140 16.124
H 15.615 25.617 20.702
H 16.038 24.552 22.055
H 14.401 24.779 21.635
H 15.005 24.550 18.521
H 15.256 22.589 17.137
H 16.362 20.415 20.670
H 16.004 22.253 21.896
H 14.825 18.774 19.681
H 15.195 16.612 18.508
H 16.180 18.364 14.988
H 16.270 20.628 15.879
H 15.270 15.911 15.377
H 15.786 15.408 16.862
H 17.023 16.143 15.718
C 20.019 16.070 23.250
O 20.856 16.356 24.422
C 21.660 17.487 24.451
C 22.502 17.395 25.723
N 23.286 16.154 25.783
H 23.160 15.774 24.828
H 24.354 16.402 25.865
C 22.997 15.280 26.967
C 23.596 15.999 28.147
O 24.822 16.489 27.741
C 25.693 17.032 28.729
H 19.154 16.681 23.179
H 19.725 15.029 23.495
H 20.526 16.039 22.270
H 21.103 18.437 24.452
H 22.238 17.398 23.545
H 21.859 17.493 26.593
H 23.115 18.259 25.789
H 23.424 14.312 26.739
H 21.936 15.267 27.181
H 23.677 15.234 28.943
H 22.847 16.793 28.458
H 26.690 16.593 28.633
H 25.294 16.785 29.735
H 25.740 18.093 28.570
C 19.158 25.823 12.541
O 19.113 24.414 12.221
C 20.094 24.052 11.421
C 20.282 22.531 11.225
N 19.094 21.885 10.760
H 18.337 21.897 11.502
H 18.651 22.400 10.025
C 19.377 20.437 10.400
C 18.181 19.512 10.101
O 17.423 20.048 8.994
C 17.989 19.757 7.767
H 18.413 26.115 13.232
H 18.883 26.340 11.658
H 20.167 26.064 12.844
H 21.035 24.385 11.806
H 19.953 24.524 10.397
H 20.576 22.070 12.179
H 21.040 22.521 10.434
H 19.838 20.070 11.331
H 20.040 20.426 9.561
H 17.502 19.401 10.955
H 18.595 18.519 9.942
H 18.940 20.358 7.619
H 17.199 20.024 6.978
H 18.174 18.721 7.625
C 15.155 18.183 28.997
O 14.567 19.172 28.217
C 13.819 18.766 27.057
C 13.445 20.047 26.318
N 14.787 20.777 26.070
H 15.385 20.542 26.815
H 15.259 20.527 25.114
C 14.570 22.270 26.076
C 14.625 22.690 27.491
O 15.971 22.487 27.898
C 15.965 22.413 29.317
H 14.544 17.996 29.845
H 16.211 18.473 29.310
H 15.251 17.295 28.381
H 12.923 18.281 27.455
H 14.249 18.012 26.304
H 12.739 20.705 26.919
H 13.112 19.843 25.276
H 13.657 22.512 25.555
H 15.408 22.735 25.523
H 13.965 22.128 28.134
H 14.361 23.758 27.531
H 16.904 22.702 29.766
H 15.831 21.336 29.548
H 15.238 23.061 29.765
C 15.532 11.073 24.707
O 16.183 12.116 23.875
C 15.321 12.959 23.139
C 14.813 12.129 22.016
N 15.889 11.672 21.134
H 16.049 12.443 20.446
H 16.682 11.424 21.776
C 15.529 10.426 20.268
C 14.299 10.729 19.451
O 14.313 9.674 18.445
C 13.151 9.569 17.683
H 15.327 10.119 24.166
H 14.664 11.452 25.219
H 16.187 10.758 25.543
H 15.944 13.793 22.930
H 14.432 13.280 23.688
H 14.100 12.620 21.425
H 14.321 11.266 22.442
H 15.400 9.541 20.928
H 16.395 10.276 19.607
H 14.417 11.601 18.861
H 13.336 10.628 20.052
H 12.221 9.710 18.258
H 13.053 8.551 17.281
H 13.157 10.225 16.761
C 24.245 27.375 19.865
O 23.254 26.756 19.005
C 22.021 27.416 19.005
C 21.289 26.662 17.959
N 21.449 25.165 18.030
H 22.432 24.925 18.309
H 20.761 24.774 18.742
C 20.877 24.537 16.742
C 20.940 23.016 16.899
O 21.869 22.594 15.898
C 22.318 21.319 16.114
H 23.850 27.679 20.845
H 24.618 28.295 19.533
H 25.145 26.746 19.855
H 22.125 28.498 18.677
H 21.568 27.327 20.001
H 21.578 26.919 16.957
H 20.206 26.707 17.985
H 21.622 24.769 15.940
H 19.931 24.952 16.566
H 19.943 22.572 16.645
H 21.294 22.750 17.901
H 23.263 21.357 16.641
H 22.447 20.820 15.117
H 21.582 20.689 16.626
Br 12.643 16.936 14.476
Br 17.713 20.896 13.452
Br 16.248 14.436 19.309
Br 15.370 19.754 23.262
Br 18.396 24.449 18.852
Br 17.933 9.928 11.151

Results
- HOMO-LUMO gap (eV) = 4.5587
- E_LUMO (eV) = -9.59
- total charge = +5